Entry from OMol25: C31H53N10OPt as an isolated structure (ωB97M-V/def2-TZVPD).

**E_tot**: -53189.310 eV
**2S+1**: 3
**M**: 776.91 g mol⁻¹
**Net charge**: +1
**⟨S²⟩**: 2.01
**LUMO (alpha / beta)**: -3.94 / -5.63 eV
**Frontier orbital gap (alpha / beta)**: 9.1627 / 7.4740 eV

```
96
Properties=species:S:1:pos:R:3:forces:R:3:mulliken_charge:R:1
Pt -1.904 0.006 3.975 -1.3800 -0.2729 -1.3920 1.512
C 0.374 0.209 1.407 0.7107 1.5210 0.1553 -1.423
C -0.953 -0.332 1.044 -0.8407 -1.0095 0.3935 2.313
C -0.820 -1.841 0.946 -0.7378 0.2041 -0.1841 -0.809
O -2.024 -0.020 1.965 0.0382 -0.0281 -0.4332 -0.189
H 0.368 1.301 1.523 -0.0201 -0.2027 -0.2607 -0.367
H 1.127 -0.006 0.656 0.0205 -0.1758 -0.2333 0.387
H 0.701 -0.202 2.344 0.2892 -0.2816 0.5705 0.338
H -1.238 0.028 0.062 -0.3525 0.4078 -0.1431 -1.082
H -0.327 -2.189 1.841 -0.0233 -0.4329 0.2842 -0.052
H -0.200 -2.095 0.101 0.1820 -0.2182 -0.3333 0.020
H -1.815 -2.290 0.827 0.3584 -0.0791 0.0510 0.152
C 1.241 -3.057 4.184 -0.1276 -0.4449 0.0404 -0.844
C 0.129 -2.140 4.372 2.3887 -2.1539 -0.1502 0.420
N -0.725 -1.436 4.580 -1.2112 0.5150 0.8027 -0.414
H 1.080 -3.954 4.788 -0.0080 0.1720 0.1354 0.393
H 2.169 -2.575 4.468 0.0966 0.0807 0.0701 0.350
H 1.306 -3.422 3.159 -0.1349 0.2494 -0.1350 0.126
C 0.582 -2.310 -3.224 -0.1218 0.1248 -0.5788 -1.144
C 1.359 -1.141 -2.821 -0.6742 -0.8188 -0.1662 0.459
N 1.947 -0.230 -2.463 0.5077 0.7116 0.3376 -0.287
H -0.442 -2.021 -3.466 0.0920 0.2181 0.0019 0.326
H 0.539 -3.037 -2.430 0.1590 -0.2673 0.3536 0.291
H 1.014 -2.776 -4.113 0.0462 0.0789 0.1509 0.428
C -2.812 3.142 1.640 -0.0335 1.1592 -0.3667 0.424
C -2.892 4.398 0.812 0.1361 -1.2182 0.2754 0.028
N -2.939 5.333 0.146 0.0450 -0.1828 0.2265 -0.476
H -2.752 3.454 2.678 0.0026 0.0000 0.2081 0.577
H -1.934 2.531 1.408 -0.2162 0.2514 -0.2387 -0.582
H -3.711 2.541 1.541 -0.0849 0.0079 -0.1938 0.149
C -5.280 -1.103 1.060 0.5163 -0.4672 0.1746 -0.131
C -5.783 0.094 1.703 -0.0207 0.3190 -0.0893 0.315
N -6.124 1.078 2.184 0.0635 0.0044 0.0963 -0.476
H -5.587 -1.994 1.622 -0.0593 0.1840 -0.2727 0.358
H -4.183 -1.053 1.074 -0.1518 -0.0222 0.0538 -0.421
H -5.593 -1.167 0.021 -0.2271 -0.0300 0.0296 0.393
C -2.843 -4.141 2.945 -0.1679 -0.5706 0.2942 -0.318
C -1.697 -5.029 2.765 -0.7104 0.8472 0.0810 0.304
N -0.765 -5.681 2.698 0.9437 -0.5458 -0.1100 -0.431
H -3.297 -3.887 1.986 -0.0061 -0.0572 0.1835 0.145
H -2.505 -3.246 3.462 -0.1039 0.0926 -0.0794 -0.083
H -3.552 -4.674 3.596 -0.0010 0.3354 -0.3279 0.421
C 0.732 3.472 3.223 0.3326 0.3166 -0.7551 -0.994
C -0.170 2.382 3.473 0.9452 1.4651 0.7875 0.697
N -0.884 1.675 3.997 -0.3040 0.0975 0.5346 -0.588
H 0.834 4.025 4.161 0.0403 0.0056 -0.1855 0.362
H 0.307 4.106 2.439 0.1069 0.0864 0.1366 0.280
H 1.703 3.106 2.878 -0.1249 0.0530 0.1149 0.252
C 3.862 2.027 -0.010 0.5909 1.3609 1.2610 -0.709
C 4.596 0.743 -0.119 1.1122 -1.5536 -1.3060 0.157
C 5.523 0.677 -1.427 -1.1362 0.6515 1.7462 -0.498
C 6.613 1.663 -1.264 0.5894 0.7601 -0.1191 0.168
N 7.426 2.468 -1.061 -1.1678 -1.2212 -0.2869 -0.430
H 3.177 2.248 -0.825 -0.0467 -0.2096 -0.0257 0.094
H 4.597 2.851 0.085 -0.4592 -0.1731 -0.1935 0.553
H 3.338 2.005 0.961 -0.2280 0.1982 -0.3951 -0.065
H 3.857 -0.054 -0.219 0.1465 -0.2644 -0.0546 -0.417
H 5.227 0.513 0.743 -0.1850 0.2252 0.1193 0.523
H 4.783 0.937 -2.175 0.4953 0.2140 -0.7851 0.286
H 5.901 -0.321 -1.613 0.1576 -0.0549 0.0219 0.337
C 2.951 -3.262 -0.067 0.3475 -0.2907 1.6211 -0.861
C 3.829 -3.483 -1.291 0.0577 0.6288 0.5553 0.106
C 4.795 -4.666 -1.092 -0.6619 -0.3292 -0.6482 -0.537
C 4.005 -5.917 -0.958 0.8611 0.7411 0.0024 0.156
N 3.360 -6.857 -0.867 -0.2961 -0.3269 0.0543 -0.405
H 2.237 -2.443 -0.024 -0.0370 0.2185 -0.8532 -0.183
H 3.593 -3.040 0.812 -0.0273 -0.1923 -0.3827 0.377
H 2.401 -4.162 0.230 0.0200 -0.0363 -0.3000 0.541
H 4.455 -2.602 -1.435 -0.0335 0.1547 -0.1260 -0.185
H 3.225 -3.589 -2.189 0.0634 -0.2711 -0.1166 0.289
H 5.464 -4.531 -0.236 -0.2706 -0.0326 -0.0407 0.338
H 5.420 -4.739 -1.990 -0.0401 -0.1854 0.2265 0.353
C -4.704 2.843 -2.588 0.3442 0.7840 -0.0638 -0.933
C -4.723 1.520 -1.827 0.6796 -0.5586 0.1625 -0.553
C -3.294 1.061 -1.411 0.6224 -0.3361 -0.1806 1.689
C -2.457 0.587 -2.526 0.2615 -0.3838 -0.6512 -0.039
N -1.760 0.140 -3.331 -0.4385 0.3214 0.5683 -0.578
H -5.566 3.098 -3.214 -0.0545 -0.6364 0.1942 0.382
H -3.821 2.991 -3.234 -0.3282 -0.4390 0.2347 0.107
H -4.661 3.656 -1.866 0.1188 0.1345 0.1753 0.282
H -5.117 0.681 -2.407 -0.1644 0.2008 -0.1288 0.402
H -5.312 1.562 -0.901 -0.0160 0.2141 -0.2545 0.306
H -3.273 0.191 -0.728 -0.4874 0.4081 -0.0678 -0.490
H -2.639 1.806 -0.938 -0.6191 0.3186 0.0991 -0.582
C -0.126 3.422 -1.635 0.5732 -0.3689 0.1305 -0.432
C 0.794 3.671 -2.867 -0.1315 -0.7531 0.5187 -0.695
C 0.376 2.823 -4.090 -0.7900 0.5574 0.0117 0.363
C -1.002 3.171 -4.519 0.6522 -0.1416 0.3577 -0.043
N -2.069 3.508 -4.771 -0.1241 -0.0119 -0.1216 -0.504
H 0.265 4.013 -0.787 -0.1800 -0.2974 -0.2245 0.303
H -0.205 2.344 -1.318 0.2930 0.8414 -0.4372 -0.247
H -1.135 3.784 -1.829 -0.0904 0.0375 -0.0875 0.490
H 1.824 3.347 -2.664 -0.1996 0.2339 0.2237 0.168
H 0.804 4.750 -3.027 0.0117 -0.1255 -0.4120 0.403
H 0.384 1.779 -3.764 -0.0033 -0.0017 -0.2969 -0.401
H 1.024 2.951 -4.966 0.0408 -0.0382 0.3604 0.503
```
Positions in Å, forces in eV/Å.

---

Entry from OMol25: a 2-piece molecular cluster, C3H8O2S overall (ωB97M-V/def2-TZVPD).

**E_tot**: -18170.879 eV
**ΔE to the lowest compared entry with this formula, charge and spin**: 35.32 kJ/mol
**Structure (SMILES)**: CC(=O)O.CS
**M**: 108.16 g mol⁻¹
**Net charge**: 0
**LUMO**: 0.64 eV
**Frontier orbital gap**: 9.8656 eV

```
14
Properties=species:S:1:pos:R:3:forces:R:3:mulliken_charge:R:1
C -1.785 0.494 -0.894 0.2323 -2.4757 0.5104 -0.619
C -1.509 0.604 0.572 -0.0465 0.9582 2.6476 0.571
O -1.090 1.604 1.145 -0.5019 -1.4770 -1.2238 -0.572
O -1.784 -0.533 1.333 0.4216 0.9082 -0.5736 -0.467
H -2.529 -0.342 -1.094 0.5594 1.4926 0.1682 0.287
H -0.841 0.063 -1.284 -0.2971 0.5098 -0.2340 0.170
H -1.980 1.475 -1.291 -0.2057 0.0549 -0.3049 0.286
H -1.536 -0.327 2.267 -0.1874 0.0321 -1.0206 0.340
C 1.905 -0.817 0.172 -0.5422 -0.5956 -0.6467 -0.369
S 2.950 -0.305 -1.321 -0.5722 -0.3069 1.1359 -0.213
H 1.581 -1.899 0.039 0.7249 1.2668 -0.0828 0.269
H 2.429 -0.738 1.142 -0.2099 0.1531 -0.6927 0.341
H 0.957 -0.243 0.153 0.8261 -0.1552 0.2609 -0.150
H 3.232 0.963 -0.940 -0.2013 -0.3653 0.0561 0.126
```
Positions in Å, forces in eV/Å.